Entry 1:
23
Properties=species:S:1:pos:R:3 method="wB97M-V/def2-TZVPD" spin_multiplicity=1 mol_weight_g_mol=194.26 homo_ev=-8.31 gap_ev=8.911
O 4.596 1.126 -0.299
S 4.370 -0.241 0.512
C 2.434 -0.379 0.683
C 1.764 0.351 -0.500
C 0.365 -0.161 -0.783
C 0.053 -1.031 -1.793
O -1.231 -1.321 -1.820
C -1.831 -0.609 -0.828
C -3.155 -0.678 -0.503
C -3.656 0.035 0.604
C -2.750 0.667 1.537
C -1.424 0.696 1.124
C -0.939 0.084 -0.118
H 4.499 1.790 0.334
H 2.169 0.106 1.618
H 2.255 -1.465 0.670
H 2.286 0.170 -1.427
H 1.847 1.429 -0.346
H 0.613 -1.410 -2.598
H -3.775 -1.470 -1.074
H -4.693 0.182 0.677
H -3.145 1.148 2.435
H -0.653 0.982 1.894

***

Entry 2:
35
Properties=species:S:1:pos:R:3 method="wB97M-V/def2-TZVPD" spin_multiplicity=1 mol_weight_g_mol=490.06 total_charge=-1 homo_ev=-7.09 gap_ev=9.020
C 0.786 -1.228 0.753
C 0.640 -2.573 0.070
C -0.619 -2.734 -0.789
I -0.758 -1.290 -2.361
Si -2.145 -2.829 0.301
N -3.248 -4.080 -0.387
C -3.857 -4.673 0.479
S -4.634 -5.436 1.602
C -3.053 -1.187 0.643
C -4.378 -1.135 -0.103
F -2.282 -0.080 0.400
H 1.667 -1.273 1.378
H -0.042 -0.979 1.403
H 0.985 -0.467 0.012
H 0.620 -3.369 0.805
H 1.506 -2.749 -0.557
H -0.544 -3.693 -1.280
H -1.701 -3.355 1.612
H -3.292 -1.171 1.700
H -5.043 -1.827 0.394
H -4.798 -0.142 -0.112
H -4.275 -1.493 -1.116
B 2.958 3.675 -0.373
O 3.797 3.827 -1.582
C 3.950 2.640 -2.152
O 4.574 2.416 -3.149
C 3.193 1.608 -1.316
O 3.119 0.433 -1.542
O 2.628 2.234 -0.293
O 3.672 4.130 0.839
C 2.973 5.104 1.408
O 3.276 5.690 2.408
C 1.719 5.346 0.568
O 0.867 6.156 0.793
O 1.737 4.503 -0.457

***

Entry 3:
22
Properties=species:S:1:pos:R:3 method="wB97M-V/def2-TZVPD" spin_multiplicity=1 mol_weight_g_mol=211.10 homo_ev=-9.15 gap_ev=9.904
C 0.024 1.506 -1.357
C -0.123 0.802 -0.212
C 0.531 -0.501 -0.113
C 1.918 -0.577 -0.085
C 2.506 -1.863 -0.245
C 1.705 -2.977 0.036
C 0.377 -2.872 0.110
C -0.250 -1.637 -0.041
C -0.944 1.307 0.921
C -1.159 2.825 0.942
Br -0.271 0.700 2.706
H -0.427 2.482 -1.472
H 0.644 1.023 -2.063
H 2.427 0.390 -0.300
H 3.616 -1.962 -0.033
H 2.249 -3.961 -0.051
H -0.216 -3.703 0.123
H -1.283 -1.543 -0.076
H -1.826 0.833 0.805
H -0.225 3.346 0.783
H -1.568 3.411 0.119
H -1.643 3.134 1.878

***

Entry 4:
27
Properties=species:S:1:pos:R:3 method="wB97M-V/def2-TZVPD" spin_multiplicity=1 mol_weight_g_mol=452.49 total_charge=-1 homo_ev=-3.59 gap_ev=6.367
C 0.061 -1.315 -1.954
C -1.262 -1.412 -1.432
C -1.188 -2.068 -0.170
C 0.179 -2.358 0.096
C 0.954 -1.892 -1.008
Tl 0.000 0.000 0.000
C -0.997 1.612 -0.936
C 0.398 1.874 -1.422
C 0.744 2.442 -2.612
N 1.312 1.307 -0.500
H -2.029 -2.270 0.496
H -2.168 -1.047 -1.916
H 0.571 -2.829 1.000
H 2.040 -1.949 -1.102
H 0.344 -0.812 -2.881
H -1.773 1.624 -1.712
H 2.299 1.432 -0.737
H -1.260 2.245 -0.069
H -0.019 2.883 -3.260
H 1.795 2.533 -2.915
Cl -0.998 1.917 4.582
C -0.310 0.288 4.384
Cl -1.562 -0.931 4.724
C 0.200 0.117 2.991
O 1.473 -0.148 2.794
O -0.625 0.229 1.970
H 0.519 0.160 5.113